Below is a 9-piece molecular cluster, C44H115N9O13 overall at a distorted geometry, with properties calculated with ωB97M-V/def2-TZVPD.

```
! wB97M-V def2-TZVPD RIJCOSX def2/J DEFGRID3
* xyz 0 1
C 18.46 -17.60 -14.23
O 18.48 -18.36 -13.09
C 18.51 -19.82 -13.21
C 18.60 -20.45 -11.90
N 17.34 -20.21 -11.24
C 17.30 -20.61 -9.82
C 18.09 -19.70 -8.90
O 17.77 -19.89 -7.55
C 18.73 -19.20 -6.68
H 18.79 -16.63 -13.85
H 17.42 -17.59 -14.54
H 19.13 -17.83 -15.06
H 19.41 -20.08 -13.76
H 17.58 -20.19 -13.63
H 19.44 -20.13 -11.29
H 18.77 -21.49 -12.20
H 17.15 -19.22 -11.29
H 17.68 -21.63 -9.73
H 16.32 -20.66 -9.35
H 18.04 -18.63 -9.10
H 19.14 -19.91 -9.07
H 18.22 -18.85 -5.79
H 19.10 -18.27 -7.13
H 19.56 -19.87 -6.48
C 24.27 -22.10 -18.12
O 25.65 -21.97 -18.04
C 26.43 -23.04 -17.39
C 26.90 -22.68 -15.91
N 25.78 -23.00 -14.95
C 25.50 -24.43 -15.03
C 24.11 -24.72 -14.50
O 23.08 -24.17 -15.38
C 22.67 -25.10 -16.42
H 23.82 -22.12 -17.13
H 23.88 -22.88 -18.78
H 23.86 -21.17 -18.51
H 27.31 -23.23 -18.01
H 25.94 -23.97 -17.68
H 27.05 -21.62 -16.10
H 27.86 -23.15 -15.69
H 24.95 -22.52 -15.29
H 26.21 -24.88 -14.34
H 25.62 -24.94 -15.98
H 23.98 -24.29 -13.51
H 24.04 -25.81 -14.41
H 22.08 -25.92 -16.02
H 23.52 -25.35 -17.06
H 21.94 -24.56 -17.02
C 8.44 -11.22 -3.34
O 9.79 -11.62 -3.13
C 10.54 -10.65 -2.43
C 11.92 -11.18 -2.17
N 12.43 -11.34 -3.54
C 13.83 -11.81 -3.57
C 13.85 -13.33 -3.27
O 13.26 -13.94 -4.42
C 13.75 -15.10 -5.07
H 7.89 -10.89 -2.46
H 7.89 -12.04 -3.82
H 8.30 -10.44 -4.08
H 9.90 -10.37 -1.59
H 10.64 -9.69 -2.95
H 11.83 -12.09 -1.58
H 12.57 -10.49 -1.62
H 11.91 -12.09 -3.98
H 14.32 -11.15 -2.86
H 14.34 -11.63 -4.52
H 13.39 -13.68 -2.35
H 14.86 -13.73 -3.15
H 13.12 -15.56 -5.84
H 13.84 -15.81 -4.25
H 14.73 -14.96 -5.53
C 12.75 -7.03 -22.32
O 13.58 -6.39 -21.35
C 12.93 -5.37 -20.68
C 14.03 -4.64 -19.78
N 14.87 -5.52 -18.98
C 14.11 -6.48 -18.22
C 14.88 -7.05 -16.93
O 15.35 -8.40 -17.29
C 16.27 -8.98 -16.39
H 13.31 -7.91 -22.62
H 12.62 -6.39 -23.20
H 11.86 -7.47 -21.88
H 12.07 -5.71 -20.10
H 12.38 -4.67 -21.31
H 13.50 -3.96 -19.11
H 14.65 -4.07 -20.47
H 15.30 -6.00 -19.76
H 13.82 -7.28 -18.90
H 13.13 -6.09 -17.92
H 14.22 -7.19 -16.07
H 15.74 -6.47 -16.61
H 16.12 -10.05 -16.54
H 16.27 -8.60 -15.37
H 17.21 -8.64 -16.82
C 16.33 -24.81 -0.88
C 15.67 -23.75 0.03
C 16.53 -23.27 1.26
O 17.11 -21.98 1.10
C 18.29 -21.95 0.28
N 15.15 -22.68 -0.75
H 16.66 -24.37 -1.82
H 15.60 -25.57 -1.13
H 17.19 -25.31 -0.43
H 14.80 -24.27 0.41
H 17.26 -24.01 1.57
H 15.92 -23.21 2.16
H 18.75 -20.97 0.24
H 18.11 -22.26 -0.75
H 19.04 -22.67 0.62
H 14.60 -22.01 -0.23
H 15.89 -22.15 -1.20
C 23.86 -17.91 -7.09
C 24.63 -18.66 -8.28
C 24.32 -20.12 -8.67
O 24.11 -21.00 -7.64
C 25.36 -21.62 -7.17
N 24.32 -17.92 -9.48
H 24.03 -16.84 -6.98
H 23.94 -18.24 -6.06
H 22.79 -17.86 -7.31
H 25.66 -18.53 -7.94
H 25.12 -20.45 -9.33
H 23.39 -20.20 -9.23
H 25.09 -22.30 -6.36
H 26.00 -20.88 -6.70
H 25.81 -22.04 -8.06
H 25.05 -18.08 -10.17
H 24.37 -16.93 -9.31
C 17.40 -27.50 -13.66
C 17.10 -28.98 -13.37
C 17.44 -29.95 -14.65
O 17.39 -31.35 -14.35
C 17.71 -32.18 -15.39
N 17.94 -29.21 -12.18
H 18.46 -27.30 -13.79
H 17.16 -26.83 -12.83
H 16.82 -27.10 -14.50
H 16.02 -29.14 -13.28
H 18.48 -29.77 -14.94
H 16.73 -29.83 -15.48
H 17.42 -33.19 -15.10
H 18.80 -32.18 -15.44
H 17.32 -32.10 -16.40
H 18.46 -30.06 -12.36
H 17.23 -29.31 -11.47
C 11.46 -16.83 -12.91
C 12.97 -16.45 -12.81
C 13.43 -16.52 -11.32
O 14.87 -16.36 -11.22
C 15.39 -15.10 -11.30
N 13.74 -17.52 -13.49
H 11.26 -17.49 -13.76
H 10.88 -15.95 -13.19
H 11.01 -17.18 -11.98
H 13.11 -15.47 -13.28
H 13.31 -17.57 -11.04
H 12.88 -15.88 -10.63
H 14.87 -14.44 -11.99
H 16.41 -14.91 -11.63
H 15.42 -14.64 -10.31
H 14.70 -17.40 -13.21
H 13.45 -18.47 -13.30
C 20.45 -6.77 -12.23
C 21.99 -6.72 -12.63
C 22.23 -7.76 -13.75
O 21.69 -8.97 -13.52
C 22.11 -9.94 -14.33
N 22.33 -5.35 -12.81
H 20.14 -7.75 -11.86
H 19.74 -6.29 -12.90
H 20.47 -6.17 -11.32
H 22.53 -7.06 -11.74
H 23.32 -7.73 -13.78
H 21.76 -7.44 -14.68
H 21.84 -9.84 -15.38
H 21.75 -10.96 -14.18
H 23.20 -9.99 -14.27
H 21.82 -4.95 -13.58
H 21.98 -4.95 -11.95
*
```

Summary:
E_HOMO: -8.56 eV
SMILES string: COC[C@H](C)N.COC[C@H](C)N.COC[C@H](C)N.COC[C@H](C)N.COC[C@H](C)N.COCCNCCOC.COCCNCCOC.COCCNCCOC.COCCNCCOC
F_max: 4.11 eV/A
DFT total energy: -3215.7763 Eh
Energy relative to the best compared isomer or geometry (same formula, charge and spin): 184.9 kcal per mole

=====

Below is a 10-piece molecular cluster, C44H118N10O12 overall at a distorted geometry, with properties calculated with ωB97M-V/def2-TZVPD.

```
! wB97M-V def2-TZVPD RIJCOSX def2/J DEFGRID3
* xyz 0 1
C -5.43 1.07 -1.07
O -6.13 1.10 0.16
C -7.29 0.31 0.05
C -8.00 0.26 1.48
N -7.68 -0.79 2.45
C -6.26 -0.83 2.74
C -5.83 -2.29 3.15
O -6.34 -3.22 2.14
C -5.63 -3.35 0.98
H -6.00 1.69 -1.76
H -5.16 0.16 -1.61
H -4.56 1.71 -0.93
H -7.23 -0.68 -0.40
H -7.93 1.00 -0.50
H -9.07 0.29 1.28
H -7.70 1.21 1.93
H -7.85 -1.69 2.03
H -5.79 -0.14 3.44
H -5.76 -0.59 1.80
H -6.32 -2.52 4.10
H -4.74 -2.33 3.22
H -5.13 -2.46 0.59
H -6.21 -3.74 0.15
H -4.74 -3.97 1.07
C -0.31 -4.21 -1.01
O -1.15 -3.64 -1.98
C -2.22 -2.71 -1.47
C -1.79 -1.42 -0.91
N -1.47 -1.43 0.52
C -1.05 -0.28 1.20
C 0.45 0.20 0.85
O 0.83 1.25 1.78
C 1.70 2.23 1.20
H 0.25 -5.00 -1.50
H -0.99 -4.45 -0.20
H 0.34 -3.41 -0.65
H -2.96 -3.22 -0.85
H -2.91 -2.47 -2.28
H -2.60 -0.74 -1.16
H -0.93 -0.94 -1.39
H -0.69 -2.06 0.60
H -1.11 -0.54 2.26
H -1.59 0.65 1.05
H 0.42 0.43 -0.21
H 1.07 -0.69 0.88
H 2.09 2.93 1.94
H 1.21 2.78 0.40
H 2.57 1.80 0.71
C 1.55 -6.66 -3.33
C 2.87 -7.20 -2.80
C 4.30 -6.73 -3.32
O 4.27 -5.35 -3.57
C 5.36 -5.01 -4.43
N 2.87 -6.95 -1.34
H 0.81 -7.08 -2.66
H 1.41 -6.87 -4.40
H 1.63 -5.58 -3.27
H 2.87 -8.27 -3.01
H 4.59 -7.40 -4.13
H 5.12 -6.90 -2.63
H 6.15 -5.75 -4.57
H 5.86 -4.11 -4.07
H 4.98 -4.69 -5.40
H 2.98 -7.74 -0.72
H 3.74 -6.53 -1.03
C 2.05 6.99 -0.84
C 3.03 6.06 -0.19
C 3.01 6.01 1.37
O 3.59 7.16 1.87
C 3.86 7.41 3.29
N 2.40 4.86 -0.64
H 1.10 7.13 -0.31
H 1.62 6.86 -1.83
H 2.42 8.01 -0.94
H 4.04 6.12 -0.59
H 3.52 5.09 1.68
H 1.98 5.89 1.72
H 2.97 7.59 3.88
H 4.48 8.28 3.54
H 4.31 6.50 3.67
H 2.71 4.85 -1.60
H 1.43 5.16 -0.68
C -3.90 3.65 3.62
C -2.50 3.02 3.65
C -1.61 3.73 2.61
O -1.77 5.12 2.70
C -0.99 5.75 1.66
N -2.06 3.14 5.03
H -4.63 3.17 4.27
H -4.33 3.62 2.61
H -4.01 4.73 3.77
H -2.45 1.95 3.50
H -1.75 3.36 1.59
H -0.61 3.45 2.93
H -0.41 6.54 2.12
H -1.72 6.04 0.90
H -0.32 5.08 1.12
H -2.40 4.03 5.37
H -1.06 3.21 5.11
C 0.64 -10.56 0.22
C -0.27 -9.68 0.98
C -1.67 -9.49 0.32
O -2.59 -8.48 0.72
C -2.10 -7.12 0.83
N -0.58 -10.36 2.19
H 0.19 -11.54 0.09
H 1.56 -10.67 0.79
H 1.02 -10.10 -0.70
H 0.16 -8.70 1.20
H -2.21 -10.44 0.39
H -1.42 -9.27 -0.72
H -2.10 -6.70 -0.18
H -1.09 -6.96 1.21
H -2.79 -6.41 1.27
H -1.36 -9.88 2.63
H 0.15 -10.46 2.87
C -1.71 -0.10 -5.71
C -1.52 -1.58 -5.20
C -0.89 -2.62 -6.20
O -1.58 -2.72 -7.46
C -2.51 -3.83 -7.63
N -0.79 -1.44 -3.91
H -0.76 0.38 -5.96
H -2.11 0.59 -4.96
H -2.39 -0.03 -6.56
H -2.49 -1.91 -4.84
H -0.76 -3.63 -5.81
H 0.10 -2.22 -6.36
H -2.10 -4.84 -7.69
H -3.10 -3.58 -8.52
H -3.14 -3.83 -6.75
H -0.69 -2.33 -3.45
H 0.15 -1.07 -3.91
C 1.40 1.18 7.18
C 0.82 1.23 5.74
C 1.43 2.51 5.01
O 0.97 3.75 5.46
C 1.71 4.88 4.96
N 1.09 -0.01 5.08
H 1.16 2.15 7.61
H 2.49 1.22 7.19
H 0.97 0.42 7.83
H -0.25 1.33 5.91
H 1.33 2.49 3.93
H 2.51 2.52 5.12
H 2.75 4.96 5.27
H 1.20 5.74 5.40
H 1.60 5.12 3.90
H 0.81 0.02 4.11
H 0.82 -0.82 5.62
C -1.09 2.05 -2.59
C -0.28 3.41 -2.36
C -0.05 4.18 -3.68
O 0.45 3.28 -4.64
C 0.04 3.34 -5.95
N -1.15 4.19 -1.48
H -0.50 1.26 -3.05
H -1.91 2.31 -3.25
H -1.26 1.60 -1.61
H 0.69 3.18 -1.92
H 0.60 5.03 -3.47
H -1.02 4.50 -4.05
H -0.33 4.33 -6.21
H -0.70 2.59 -6.23
H 0.97 3.26 -6.51
H -1.66 3.66 -0.79
H -1.90 4.60 -2.02
C 7.79 6.08 0.21
C 7.93 4.57 0.54
C 6.74 4.02 1.36
O 6.35 2.72 1.02
C 5.31 2.30 1.94
N 7.86 4.00 -0.82
H 7.07 6.40 -0.54
H 8.71 6.47 -0.21
H 7.49 6.49 1.18
H 8.94 4.41 0.92
H 5.90 4.70 1.20
H 7.17 3.98 2.36
H 4.37 2.82 1.79
H 5.65 2.66 2.91
H 5.08 1.24 2.00
H 7.08 4.25 -1.40
H 7.88 3.00 -0.70
*
```

Summary:
E_HOMO: -8.53 eV
SMILES string: COC[C@H](C)N.COC[C@H](C)N.COC[C@H](C)N.COC[C@H](C)N.COC[C@H](C)N.COC[C@H](C)N.COC[C@H](C)N.COC[C@H](C)N.COCCNCCOC.COCCNCCOC
F_max: 4.76 eV/A
DFT total energy: -3197.1166 Eh
Energy relative to the best compared isomer or geometry (same formula, charge and spin): 167.3 kcal per mole